(1)
A 2-piece molecular cluster, C5H14 overall, computed with the ωB97M-V functional and the def2-TZVPD basis.

Element x y z (Å)
C  1.9653  -0.5626  0.4928
C  2.2021  -0.3331  -1.0111
C  1.0517  0.3920  -1.6759
H  2.4479  -1.4588  0.8870
H  0.8952  -0.6032  0.7037
H  2.3037  0.3020  1.0576
H  3.1380  0.2239  -1.1202
H  2.3886  -1.2943  -1.4824
H  0.6281  1.1776  -1.0497
H  1.3452  0.8306  -2.6240
H  0.2148  -0.2877  -1.8382
C  -2.6071  -0.3623  1.3624
C  -2.0684  0.7762  0.5052
H  -3.3083  -1.0269  0.8572
H  -1.8010  -1.0168  1.7208
H  -3.0590  -0.0237  2.2999
H  -2.7893  1.1728  -0.2107
H  -1.7823  1.6254  1.1362
H  -1.1653  0.4689  -0.0105

Cartesian forces, eV/Å:
-0.31 0.32 -0.15
0.50 -0.13 0.70
-0.31 -0.04 0.02
-0.02 0.11 -0.06
-0.06 -0.37 -0.02
0.23 0.06 0.14
-0.11 0.04 -0.10
-0.12 -0.11 -0.25
0.32 0.21 0.06
-0.06 0.02 -0.19
0.02 -0.13 -0.19
0.24 -0.51 0.68
0.04 0.33 0.41
-0.06 0.19 -0.11
0.05 0.15 -0.25
-0.28 0.17 -0.31
0.00 -0.20 -0.04
0.02 -0.13 -0.04
-0.08 -0.01 -0.28

LUMO	1.2	eV
ΔE to the lowest compared entry with this formula, charge and spin	20.94	kJ/mol
Kohn-Sham gap	0.459	Eh
SMILES	CCC.CC

***

(2)
C13H16I2N3ORh as an isolated structure, computed with the ωB97M-V functional and the def2-TZVPD basis.

Element x y z (Å)
C  1.5952  2.1606  -1.1552
I  2.7644  -0.6791  0.1407
H  1.4243  3.1061  -1.6798
H  1.9964  1.3924  -1.8149
H  2.3306  2.3102  -0.3574
C  -0.2612  -2.1318  -3.8725
C  -0.0505  -0.7385  -2.0785
N  0.0380  -2.0315  -2.5228
H  -0.8111  -0.5011  -5.2747
I  -2.5642  -0.3616  -0.0435
N  -0.4137  -0.0413  -3.2005
H  -0.2494  -3.0753  -4.3940
Rh  0.1181  -0.1870  -0.0855
C  0.2922  1.7212  -0.4887
O  -0.5716  2.5190  -0.2113
C  -0.5388  -0.8761  -4.3011
C  -0.7533  1.3799  -3.2470
H  -1.3207  1.5646  -4.1609
H  0.1484  1.9971  -3.2473
H  -1.3801  1.6165  -2.3874
C  0.2219  -3.1945  -1.6585
H  0.7593  -3.9662  -2.2134
H  -0.7532  -3.5767  -1.3404
H  0.8133  -2.8951  -0.7915
N  0.5213  -0.7602  1.7749
C  0.1238  -0.1593  2.9853
C  0.4891  -0.7942  4.1797
C  0.1221  -0.2494  5.4096
C  -0.6125  0.9371  5.4525
C  -0.9803  1.5752  4.2610
C  -0.6151  1.0275  3.0258
H  1.0590  -1.7163  4.1531
H  0.4072  -0.7489  6.3279
H  -0.8961  1.3594  6.4069
H  -1.5498  2.4938  4.2968
H  -0.9047  1.5235  2.1139

Cartesian forces, eV/Å:
-0.13 0.74 -0.10
2.54 -0.64 -0.33
0.09 0.25 -0.13
-0.01 0.06 0.01
-0.08 -0.04 -0.11
-0.03 0.29 0.11
-0.05 -1.04 -1.34
-0.12 0.18 -0.43
0.01 -0.06 0.07
-1.69 -0.29 -0.07
0.11 -0.31 -0.03
-0.02 0.08 -0.03
-0.41 -0.62 0.64
1.05 0.60 -0.12
-0.63 1.80 0.11
0.06 -0.26 0.29
0.03 -0.29 0.07
0.04 -0.06 0.00
-0.19 -0.08 0.06
0.12 0.04 -0.02
0.01 0.32 -0.11
0.01 0.02 -0.02
0.13 0.10 0.05
-0.10 0.02 -0.02
-1.53 -0.32 3.00
1.21 -1.23 -2.72
-0.12 0.22 1.32
0.07 0.00 -0.62
-0.06 0.10 -0.13
0.33 -0.64 -0.31
-0.49 0.83 1.20
-0.04 0.07 -0.25
0.01 -0.02 0.09
-0.06 0.08 0.11
-0.07 0.10 -0.01
0.02 -0.01 -0.23

<S²>	6.04
multiplicity	5
LUMO (alpha / beta)	4.9 / 4.8	eV
ΔE to the lowest compared entry with this formula, charge and spin	0.00	kJ/mol
Kohn-Sham gap (alpha / beta)	0.116 / 0.196	Eh
charge	-2

***

(3)
The molecule C4H11N3, computed with the ωB97M-V functional and the def2-TZVPD basis.

Element x y z (Å)
H  1.8002  1.8759  0.8311
N  2.5518  1.2377  0.5551
C  2.0597  0.0488  0.5282
N  0.7409  -0.2908  0.7536
N  -0.0314  -0.5701  -0.4330
C  -0.2798  -2.0093  -0.4749
C  -1.2706  0.3832  0.0812
C  -1.0917  1.7096  -0.6175
H  2.7053  -0.7932  0.2484
H  0.6098  -0.9354  1.5346
H  -0.8972  -2.2486  -1.3459
H  0.6725  -2.5557  -0.5406
H  -0.8082  -2.3951  0.4103
H  -2.1586  -0.1253  -0.3015
H  -1.4431  0.5122  1.1537
H  -1.9559  2.3538  -0.4196
H  -1.0094  1.5784  -1.6990
H  -0.1944  2.2238  -0.2642

Cartesian forces, eV/Å:
0.00 0.00 -0.04
-0.72 -1.78 0.15
2.14 1.10 -0.73
0.15 0.31 0.86
-1.77 1.94 3.36
-0.56 -0.15 -0.12
-0.10 -1.84 -2.92
-0.10 0.18 0.06
0.39 0.34 -0.02
-0.09 -0.09 -0.46
0.17 0.03 0.04
-0.21 0.34 -0.15
0.02 0.14 0.05
-0.24 0.13 -0.17
0.85 -0.54 -0.06
0.14 -0.02 0.03
0.02 -0.03 0.16
-0.08 -0.05 -0.04

LUMO	1.0	eV
ΔE to the lowest compared entry with this formula, charge and spin	361.65	kJ/mol
Kohn-Sham gap	0.367	Eh
SMILES	[H]/N=C\NN(C)CC

***

(4)
A 2-piece molecular cluster, CH2N2OS overall, computed with the ωB97M-V functional and the def2-TZVPD basis.

Element x y z (Å)
N  -1.6130  -1.9594  0.8692
C  -0.8332  -2.4400  0.1097
O  -0.2104  -3.0089  -0.7188
H  -1.6492  -1.1029  1.3145
N  -0.2380  -0.2453  -3.1014
S  0.0488  1.0856  -2.4719
H  -1.1177  -0.7354  -3.4300

Cartesian forces, eV/Å:
-0.59 -1.25 0.09
1.19 -1.14 -2.41
-0.63 0.74 1.42
0.03 1.66 0.88
-0.52 -3.05 -1.47
-0.34 1.58 0.69
0.86 1.46 0.79

LUMO (alpha / beta)	-0.9 / -0.9	eV
ΔE to the lowest compared entry with this formula, charge and spin	36.47	kJ/mol
Kohn-Sham gap (alpha / beta)	0.273 / 0.273	Eh
SMILES	N=C=O.N=S

***

(5)
C26H52BN6O11PS as an isolated structure, computed with the ωB97M-V functional and the def2-TZVPD basis.

Element x y z (Å)
C  -1.0979  3.3593  -1.9655
B  -2.0607  3.1377  -0.7402
O  -1.6782  3.5302  0.4970
C  -3.5374  2.4701  -0.9280
C  -3.6780  1.2491  -0.0064
C  -3.6821  -0.0965  -0.6852
C  -2.7785  -1.0679  -0.2602
C  -2.7110  -2.3275  -0.8504
C  -3.5810  -2.6303  -1.8966
C  -3.4936  -3.9813  -2.5679
C  -4.5108  -1.6881  -2.3239
C  -4.5552  -0.4341  -1.7174
O  -3.5921  2.1843  -2.3804
S  -4.3538  3.3177  -3.1742
O  -5.6385  2.8585  -3.5668
O  -3.5161  3.8818  -4.1673
O  -4.4627  4.3365  -1.9407
C  -4.6977  3.4500  -0.8078
P  -5.1538  4.2452  0.8097
N  -4.8353  5.8768  0.3540
O  -3.9110  3.8838  1.8079
H  -1.0164  2.4875  -2.6076
H  -0.0936  3.5922  -1.6164
H  -1.4431  4.1959  -2.5690
H  -0.7157  3.6001  0.4993
H  -4.5350  1.3523  0.6541
H  -2.8148  1.2635  0.6491
H  -2.1045  -0.8353  0.5526
H  -1.9830  -3.0349  -0.4980
H  -3.9927  -3.9399  -3.5295
H  -3.9047  -4.7778  -1.9578
H  -2.4491  -4.1986  -2.7683
H  -5.1939  -1.8890  -3.1319
H  -5.2595  0.3090  -2.0584
H  -5.6037  2.9042  -1.0883
H  -5.3686  6.4724  0.9748
H  -5.1939  6.0228  -0.5867
H  -4.2658  3.8951  2.6992
C  0.8900  -4.4292  -2.5307
C  0.9739  -3.2699  -1.5716
O  0.0596  -2.9873  -0.8010
N  2.1126  -2.5410  -1.5772
C  3.3235  -2.7392  -2.3672
H  -0.0688  -4.9209  -2.3992
H  0.9687  -4.0814  -3.5612
H  1.6827  -5.1500  -2.3271
H  2.0946  -1.7693  -0.9295
H  4.1480  -2.8754  -1.6646
H  3.5161  -1.8550  -2.9777
H  3.2315  -3.6055  -3.0137
C  7.0161  -1.2286  1.1482
C  5.8023  -2.0014  0.6958
O  5.7350  -2.5253  -0.4078
N  4.7518  -2.0883  1.5500
C  4.6058  -1.5184  2.8789
H  7.7523  -1.2491  0.3513
H  6.7554  -0.1914  1.3606
H  7.4499  -1.6808  2.0405
H  3.9779  -2.6174  1.1781
H  4.4273  -2.3171  3.5996
H  3.7443  -0.8498  2.8795
H  5.4909  -0.9660  3.1724
C  2.3788  -9.1571  -0.4116
C  2.9116  -7.8100  -0.8383
O  2.7558  -7.3808  -1.9696
N  3.5816  -7.0763  0.0901
C  3.8625  -7.4140  1.4725
H  1.8753  -9.6097  -1.2595
H  3.1916  -9.8112  -0.0944
H  1.6642  -9.0481  0.4049
H  3.9135  -6.1915  -0.2614
H  3.4218  -6.6680  2.1364
H  4.9407  -7.4309  1.6408
H  3.4546  -8.3869  1.7227
C  1.5127  7.4132  -0.0262
C  0.3483  6.4569  0.0615
O  0.4648  5.3287  0.5199
N  -0.8564  6.8819  -0.3860
C  -1.2026  8.1664  -0.9639
H  2.3935  6.9192  0.3713
H  1.7035  7.6927  -1.0627
H  1.3186  8.3120  0.5597
H  -1.5876  6.1921  -0.2871
H  -1.9710  8.6498  -0.3588
H  -1.5953  8.0258  -1.9720
H  -0.3350  8.8152  -1.0132
C  0.6789  -0.3337  3.8394
C  0.9771  0.6205  4.9716
O  1.6012  0.2734  5.9609
N  0.5238  1.8954  4.8456
C  -0.2267  2.4811  3.7483
H  1.1017  -1.3036  4.0819
H  -0.3962  -0.4481  3.7000
H  1.1289  0.0264  2.9128
H  0.7554  2.4819  5.6313
H  0.3282  3.3165  3.3189
H  -1.1855  2.8553  4.1107
H  -0.4103  1.7486  2.9703

Cartesian forces, eV/Å:
0.24 -0.41 0.47
-0.14 0.31 -0.26
-0.02 -1.05 -0.12
0.72 0.96 0.35
0.15 -0.42 -0.46
0.02 -0.53 -0.18
0.02 -0.18 -0.10
-0.80 0.72 0.04
0.01 -0.51 -0.05
0.23 0.60 -0.12
0.33 0.65 0.61
0.02 0.00 0.11
-0.42 -0.28 -0.17
0.49 -0.15 -0.41
-0.35 -0.10 0.31
0.23 0.24 0.11
-0.19 0.11 0.03
0.12 -0.33 -0.13
-0.62 0.34 0.35
-0.12 -0.37 -0.13
0.11 0.18 -0.28
-0.18 -0.06 -0.24
0.14 0.17 0.04
-0.13 0.05 -0.19
0.13 0.94 0.19
-0.34 0.09 -0.08
0.07 0.04 0.26
0.15 0.02 0.07
-0.01 -0.11 -0.08
-0.24 -0.20 -0.11
-0.12 -0.14 0.07
0.18 -0.21 0.04
-0.08 -0.20 -0.17
-0.18 -0.01 -0.15
-0.19 -0.14 0.26
0.01 0.20 -0.02
0.24 0.20 -0.08
-0.01 -0.20 0.23
-0.05 0.01 0.10
-0.17 0.05 0.14
0.47 -0.15 -0.08
-0.03 -0.06 -0.16
-0.09 0.20 0.46
-0.03 0.03 0.05
0.10 -0.05 -0.01
0.02 -0.06 -0.15
0.02 0.03 -0.01
0.06 -0.05 -0.46
0.03 -0.07 -0.07
-0.06 -0.02 0.03
0.02 -0.05 -0.05
-0.20 0.02 -0.11
0.31 -0.01 0.18
0.20 0.04 0.07
-0.32 -0.25 -0.28
-0.03 -0.03 -0.04
0.02 -0.01 0.09
-0.01 0.08 0.06
-0.03 0.00 0.02
0.04 0.11 0.13
0.07 0.10 0.21
0.03 0.01 -0.04
-0.01 0.00 -0.05
0.04 0.09 -0.01
-0.05 0.01 -0.04
-0.08 -0.12 0.04
0.09 0.29 -0.20
0.01 0.05 -0.05
-0.04 -0.01 0.08
0.05 -0.05 0.05
0.04 0.01 0.01
-0.01 -0.08 0.08
-0.01 -0.08 0.08
-0.02 -0.02 -0.01
0.03 -0.08 0.04
-0.32 0.07 -0.10
0.45 -0.21 0.13
0.16 0.04 -0.01
-0.19 -0.27 0.06
-0.02 -0.05 0.01
-0.02 0.09 0.02
0.00 0.05 -0.08
-0.09 0.03 0.04
0.03 0.09 -0.03
0.03 0.09 -0.02
0.03 0.00 0.01
0.05 -0.03 0.01
0.02 0.03 0.09
0.03 -0.03 -0.02
-0.03 -0.13 -0.12
0.13 0.16 0.30
0.03 0.02 0.08
0.01 0.03 -0.12
-0.13 -0.02 -0.07
0.00 0.02 0.00
-0.06 0.00 -0.11
-0.05 -0.02 -0.13
-0.02 -0.02 -0.01

LUMO	0.2	eV
Kohn-Sham gap	0.317	Eh

***

(6)
An isolated ion of composition C7H9N2O and charge +1, computed with the ωB97M-V functional and the def2-TZVPD basis.

Element x y z (Å)
C  3.8928  0.5882  -0.2830
O  3.0704  -0.4293  0.2544
N  1.7326  -0.6671  0.3060
N  0.7966  0.1224  0.0740
C  -0.5132  -0.1031  0.2050
C  -1.2285  -1.3196  -0.0802
C  -2.6193  -1.2714  -0.1619
C  -3.3460  -0.0132  0.0777
C  -2.6070  1.1541  0.2132
C  -1.2269  1.1478  0.1717
H  4.8022  0.1215  -0.1107
H  3.6315  0.8836  -1.2522
H  3.9389  1.4857  0.2681
H  1.6637  -1.6307  0.7812
H  -0.5926  -2.1398  -0.3178
H  -3.3449  -2.0827  -0.3500
H  -4.3782  0.0173  -0.2037
H  -3.1698  2.0988  0.3317
H  -0.5021  2.0377  0.0765

Cartesian forces, eV/Å:
-1.33 1.05 0.22
-1.05 -1.97 1.16
-1.10 -0.37 0.61
4.16 -0.17 0.23
-3.53 0.55 -1.52
-0.32 1.33 0.73
-1.37 1.43 0.84
3.03 -1.71 -1.37
-0.97 1.18 0.42
2.12 -0.17 0.31
1.91 -0.80 -0.55
-0.13 -0.20 -1.75
-0.58 1.02 1.24
-0.12 1.55 -1.01
-0.20 -1.03 -0.11
1.28 -0.04 -0.15
-0.56 0.00 0.59
0.58 -0.51 -0.34
-1.81 -1.14 0.44

LUMO (alpha / beta)	-5.6 / -5.6	eV
ΔE to the lowest compared entry with this formula, charge and spin	500.58	kJ/mol
Kohn-Sham gap (alpha / beta)	0.287 / 0.287	Eh
charge	+1
SMILES	CO/[NH+]=N/c1ccccc1

***

(7)
A 2-piece molecular cluster, C6H15F3O3PS overall, computed with the ωB97M-V functional and the def2-TZVPD basis.

Element x y z (Å)
C  0.4738  -4.4183  0.2392
P  -0.4318  -2.9128  0.6799
O  0.3396  -1.8531  -0.2555
S  -2.0958  -3.3020  -0.8226
C  -3.6046  -3.2049  0.3018
F  -4.6781  -3.2039  -0.4589
F  -3.4946  -2.0714  0.9620
F  -3.6209  -4.2230  1.1357
H  1.4002  -4.3884  0.8110
H  0.7079  -4.4850  -0.8210
H  -0.1079  -5.2885  0.5434
H  0.4428  -0.9906  0.1737
H  -2.1187  -4.6378  -0.9717
C  -0.7100  2.0153  -0.5083
O  0.2213  1.6838  0.5101
C  1.5401  1.4698  0.0296
C  2.4441  2.6765  0.1561
O  2.0052  3.7359  -0.6652
C  1.3234  4.7681  0.0290
H  -1.6191  2.3532  -0.0155
H  -0.3316  2.8104  -1.1521
H  -0.9457  1.1428  -1.1316
H  1.5076  1.1485  -1.0186
H  1.9699  0.6540  0.6262
H  3.4489  2.3908  -0.1685
H  2.5014  2.9894  1.2036
H  2.0203  5.3647  0.6248
H  0.5462  4.3678  0.6850
H  0.8659  5.4087  -0.7216

Cartesian forces, eV/Å:
-0.25 -0.02 -0.10
0.46 0.00 0.16
0.11 -0.17 0.28
-0.53 0.16 -0.30
0.09 0.08 -0.23
0.12 -0.07 0.17
-0.10 0.05 0.00
-0.02 -0.03 -0.03
0.08 -0.05 0.04
0.09 0.06 -0.06
0.08 -0.08 0.13
-0.17 0.35 -0.10
0.01 -0.09 0.09
-0.01 0.12 -0.01
-0.03 -0.23 0.02
0.03 -0.23 -0.06
-0.02 0.13 0.02
-0.09 -0.04 -0.04
0.04 0.02 0.01
0.00 -0.02 0.01
-0.02 0.00 0.00
0.04 0.00 -0.01
0.03 0.01 -0.02
0.08 0.05 0.00
0.00 -0.02 0.02
0.00 0.00 0.00
0.00 -0.02 0.02
-0.01 0.00 0.00
0.01 0.01 0.00

LUMO	-4.6	eV
Kohn-Sham gap	0.262	Eh
charge	+1

***

(8)
A 2-piece molecular cluster, C2H2NO3P overall, computed with the ωB97M-V functional and the def2-TZVPD basis.

Element x y z (Å)
C  0.4316  -0.3135  2.5469
C  0.4483  0.0876  -0.0509
N  0.5045  -0.5186  3.6794
O  -1.5164  -1.0776  -1.6139
O  -1.6961  1.4756  -1.1553
O  0.5036  0.2826  -2.1382
P  -0.8470  0.2493  -1.2932
H  0.8878  -0.8726  -0.0081
H  1.2837  0.6873  0.0333

Cartesian forces, eV/Å:
-0.03 0.42 -1.84
-0.11 -1.27 -1.55
0.12 -0.30 1.60
-0.10 0.76 0.85
0.40 0.06 -0.07
-0.53 0.65 1.80
-0.43 -1.22 -1.80
-0.27 -1.37 0.21
0.94 2.27 0.81

LUMO	7.1	eV
ΔE to the lowest compared entry with this formula, charge and spin	111.10	kJ/mol
Kohn-Sham gap	0.293	Eh
charge	-2